# 1
{"formula": "C40H40IrN7S4Sb", "method": "the ωB97M-V functional and the def2-TZVPD basis", "de_lowest_kcal_mol": 9.6, "lumo_energy_ev": [-11.18, -11.18], "s2": 0.76, "gap_ev": [6.24, 6.33], "charge": 4, "multiplicity": 2, "symbols": ["Ir", "N", "C", "C", "N", "C", "C", "N", "C", "C", "N", "H", "H", "H", "H", "H", "H", "N", "C", "C", "C", "C", "C", "C", "N", "C", "C", "C", "S", "C", "N", "H", "H", "H", "H", "H", "H", "H", "C", "C", "S", "C", "C", "S", "C", "C", "S", "H", "H", "H", "H", "H", "H", "H", "H", "H", "H", "H", "H", "C", "C", "C", "C", "C", "C", "Sb", "C", "C", "C", "C", "C", "C", "C", "C", "C", "C", "C", "C", "H", "H", "H", "H", "H", "H", "H", "H", "H", "H", "H", "H", "H", "H", "H"], "xyz": [[-0.917, 0.219, 1.159], [-0.559, -1.783, 4.635], [-1.662, -1.072, 5.044], [-2.003, -0.245, 4.019], [-1.098, -0.453, 3.002], [-0.240, -1.393, 3.397], [0.743, -1.771, 2.416], [0.608, -1.180, 1.232], [1.628, -1.632, 0.434], [2.373, -2.516, 1.156], [1.800, -2.591, 2.400], [-0.085, -2.482, 5.191], [-2.110, -1.212, 6.013], [-2.804, 0.470, 3.951], [1.759, -1.300, -0.582], [3.250, -3.083, 0.896], [2.154, -3.145, 3.168], [-4.590, -1.353, 0.019], [-3.977, -2.590, -0.177], [-4.495, -3.831, -0.530], [-3.589, -4.867, -0.619], [-2.218, -4.672, -0.372], [-1.709, -3.437, -0.027], [-2.619, -2.385, 0.073], [-2.440, -1.044, 0.411], [-3.640, -0.480, 0.372], [-3.760, 0.923, 0.720], [-4.816, 1.771, 0.704], [-4.326, 3.325, 1.225], [-2.745, 2.778, 1.428], [-2.569, 1.507, 1.139], [-5.577, -1.164, -0.066], [-5.550, -3.982, -0.716], [-3.941, -5.855, -0.879], [-1.551, -5.519, -0.451], [-0.653, -3.295, 0.153], [-5.838, 1.575, 0.420], [-1.958, 3.428, 1.789], [1.751, -0.973, -7.109], [1.492, 0.317, -6.340], [0.359, 0.249, -4.926], [-1.125, -0.517, -5.623], [-1.083, -2.020, -5.921], [0.001, -2.922, -4.790], [0.513, -4.334, -5.820], [1.524, -3.799, -6.839], [2.281, -2.340, -6.047], [2.556, -0.807, -7.829], [0.876, -1.287, -7.672], [1.128, 1.052, -7.060], [2.419, 0.714, -5.925], [-1.417, 0.011, -6.533], [-1.900, -0.308, -4.886], [-0.762, -2.228, -6.940], [-2.081, -2.450, -5.817], [-0.346, -4.824, -6.275], [0.976, -5.035, -5.128], [1.060, -3.489, -7.773], [2.303, -4.521, -7.076], [4.243, -0.373, 4.684], [4.431, -0.208, 3.318], [3.471, 0.446, 2.556], [2.324, 0.944, 3.172], [2.141, 0.793, 4.547], [3.100, 0.129, 5.299], [0.868, 1.922, 2.023], [0.086, 3.488, 3.180], [0.283, 4.799, 2.750], [-0.250, 5.852, 3.486], [-0.979, 5.596, 4.639], [-1.180, 4.287, 5.065], [-0.654, 3.232, 4.335], [1.769, 2.764, 0.343], [2.948, 3.500, 0.433], [3.475, 4.083, -0.711], [2.831, 3.932, -1.932], [1.659, 3.192, -2.025], [1.128, 2.607, -0.885], [5.003, -0.863, 5.279], [5.341, -0.564, 2.851], [3.641, 0.596, 1.496], [1.280, 1.224, 5.046], [2.977, 0.035, 6.370], [0.854, 5.012, 1.854], [-0.087, 6.871, 3.161], [-1.384, 6.418, 5.214], [-1.739, 4.094, 5.971], [-0.817, 2.217, 4.682], [3.455, 3.629, 1.382], [4.386, 4.663, -0.646], [3.243, 4.402, -2.815], [1.154, 3.082, -2.976], [0.196, 2.047, -0.964]]}

# 2
{"formula": "C40H40N5S2Sn", "method": "the ωB97M-V functional and the def2-TZVPD basis", "de_lowest_kcal_mol": 40.6, "lumo_energy_ev": 1.36, "gap_ev": 5.76, "charge": -1, "symbols": ["Sn", "N", "C", "C", "C", "C", "C", "C", "C", "C", "C", "C", "C", "C", "N", "C", "C", "C", "C", "N", "H", "H", "H", "H", "H", "H", "H", "H", "H", "H", "C", "C", "C", "C", "C", "C", "C", "C", "N", "C", "C", "C", "C", "N", "C", "C", "C", "C", "C", "C", "C", "C", "H", "H", "H", "H", "H", "H", "H", "H", "H", "H", "H", "H", "H", "H", "H", "H", "H", "H", "H", "H", "H", "H", "H", "H", "C", "C", "S", "C", "C", "S", "H", "H", "H", "H", "H", "H"], "xyz": [[-0.532, 0.959, 1.046], [6.874, -2.607, 7.797], [6.083, -2.241, 7.047], [5.097, -1.785, 6.110], [4.225, -0.757, 6.464], [3.275, -0.326, 5.554], [3.192, -0.907, 4.292], [4.069, -1.931, 3.946], [5.019, -2.375, 4.849], [2.174, -0.437, 3.311], [0.840, -0.800, 3.577], [0.388, -1.588, 4.663], [-0.981, -1.713, 4.534], [-1.326, -1.004, 3.369], [-0.253, -0.473, 2.786], [2.646, 0.310, 2.241], [3.987, 0.730, 1.967], [3.942, 1.454, 0.803], [2.576, 1.459, 0.395], [1.822, 0.786, 1.236], [4.295, -0.303, 7.443], [2.590, 0.469, 5.817], [3.998, -2.379, 2.964], [5.699, -3.173, 4.587], [1.010, -2.011, 5.437], [-1.659, -2.246, 5.181], [-2.307, -0.871, 2.930], [4.853, 0.518, 2.575], [4.761, 1.929, 0.286], [2.138, 1.928, -0.478], [-2.014, 3.682, -3.383], [-0.680, 4.362, -3.510], [-0.597, 5.685, -3.923], [0.624, 6.341, -3.990], [1.774, 5.661, -3.625], [1.727, 4.339, -3.197], [2.990, 3.635, -2.792], [0.492, 3.672, -3.145], [0.381, 2.360, -2.665], [0.142, 1.381, -3.504], [0.513, 1.497, -4.967], [-0.424, 0.135, -3.121], [-0.201, -1.117, -3.939], [-0.381, -0.637, -0.373], [0.078, -1.979, -0.567], [-0.676, -3.087, -0.136], [-1.903, -2.952, 0.713], [-0.241, -4.372, -0.456], [0.932, -4.585, -1.152], [1.708, -3.498, -1.510], [1.312, -2.198, -1.213], [2.259, -1.083, -1.553], [-2.812, 4.328, -3.753], [-2.218, 3.434, -2.338], [-2.061, 2.737, -3.929], [-1.508, 6.206, -4.197], [0.675, 7.372, -4.320], [2.737, 6.160, -3.673], [3.867, 4.178, -3.148], [3.025, 2.616, -3.184], [3.062, 3.561, -1.706], [0.820, 2.511, -5.221], [-0.316, 1.199, -5.611], [1.345, 0.821, -5.181], [-0.685, -1.092, -4.923], [-0.579, -1.998, -3.421], [0.865, -1.304, -4.117], [-2.464, -2.046, 0.507], [-1.615, -2.910, 1.766], [-2.553, -3.820, 0.586], [-0.848, -5.214, -0.138], [1.251, -5.591, -1.401], [2.647, -3.650, -2.031], [2.924, -1.388, -2.363], [2.881, -0.848, -0.688], [1.739, -0.172, -1.843], [-3.117, -1.401, -3.059], [-2.808, -0.638, -1.800], [-1.209, 0.130, -1.616], [-3.692, -0.406, -0.803], [-5.094, -0.973, -0.876], [-3.402, 0.445, 0.677], [-2.552, -1.005, -3.899], [-4.170, -1.315, -3.322], [-2.882, -2.467, -2.967], [-5.438, -1.184, -1.888], [-5.786, -0.279, -0.402], [-5.132, -1.905, -0.305]]}